Record 1
{
  "formula": "C3H8N2O",
  "method": "wB97M-V/def2-TZVPD",
  "lumo_energy_ev": 0.9,
  "de_lowest_kj_mol": 144.0,
  "orbital_gap_ha": 0.382,
  "homo_energy_ev": -9.46,
  "smiles": "C[C@@H](N)C(N)=O",
  "energy_ev": -8267.8332,
  "max_force_ev_per_a": 4.24,
  "symbols": ["N", "H", "C", "N", "C", "H", "H", "O", "H", "H", "H", "H", "C", "H"],
  "xyz": [[-0.88, 0.85, -1.67], [-0.10, 1.65, 0.54], [-0.20, -0.35, 0.22], [-0.62, 0.81, 0.94], [0.99, -0.89, 1.01], [1.27, -1.89, 0.66], [-0.93, -1.16, 0.43], [0.70, -0.71, -2.06], [-0.35, 0.64, 1.93], [1.81, -0.12, 1.05], [-1.72, 1.15, -1.27], [0.75, -0.95, 2.11], [-0.16, -0.26, -1.27], [-0.57, 1.25, -2.62]]
}


Record 2
{
  "formula": "C5H10N2O8",
  "method": "wB97M-V/def2-TZVPD",
  "lumo_energy_ev": -0.8,
  "de_lowest_kj_mol": 567.4,
  "orbital_gap_ha": 0.358,
  "homo_energy_ev": -10.57,
  "smiles": "CCC[C@H](COOO[N+](=O)[O-])O[N+](=O)[O-]",
  "energy_ev": -24693.4576,
  "max_force_ev_per_a": 2.63,
  "symbols": ["H", "N", "H", "H", "H", "C", "C", "O", "C", "H", "O", "O", "H", "H", "C", "O", "O", "O", "N", "H", "H", "O", "C", "O", "H"],
  "xyz": [[0.23, 2.46, 1.47], [-1.36, -1.17, 2.74], [-1.13, -1.70, -0.44], [-0.71, 4.50, 0.46], [-1.67, 3.57, -0.67], [-0.51, 1.06, 0.00], [-0.17, -1.46, 0.03], [1.14, -2.48, -1.56], [-0.36, -0.19, 0.85], [-1.52, 2.27, 1.45], [2.53, -4.06, -3.51], [-2.31, -1.31, 3.48], [0.09, 3.58, -0.80], [0.07, -2.28, 0.70], [-0.74, 3.57, -0.11], [-0.26, -1.68, 2.81], [3.97, -2.49, -2.87], [0.83, -1.22, -0.92], [2.88, -3.00, -3.03], [-1.40, 0.95, -0.64], [0.36, 1.10, -0.68], [1.78, -2.05, -2.73], [-0.64, 2.37, 0.81], [-1.59, -0.25, 1.63], [0.50, -0.09, 1.52]]
}


Record 3
{
  "formula": "C30H41Cl3NO3P2ReSSeSi",
  "method": "wB97M-V/def2-TZVPD",
  "lumo_energy_ev": [2.3, 2.3],
  "de_lowest_kj_mol": 107.4,
  "orbital_gap_ha": [0.202, 0.243],
  "homo_energy_ev": [-3.20, -4.33],
  "multiplicity": 4,
  "energy_ev": -181749.2133,
  "s_squared": 3.777,
  "charge": -1,
  "max_force_ev_per_a": 2.18,
  "symbols": ["H", "H", "H", "C", "H", "H", "H", "H", "H", "H", "H", "C", "H", "C", "C", "C", "H", "O", "N", "C", "H", "H", "C", "H", "C", "C", "Cl", "H", "Se", "H", "P", "P", "H", "H", "H", "H", "C", "C", "C", "H", "C", "C", "O", "H", "H", "C", "H", "Cl", "C", "C", "C", "H", "H", "C", "C", "H", "Si", "O", "C", "C", "Cl", "Re", "H", "C", "C", "H", "H", "H", "H", "H", "H", "H", "C", "C", "H", "C", "C", "H", "S", "H", "H", "C", "H", "C"],
  "xyz": [[6.91, -1.27, -1.95], [0.53, -2.44, -2.10], [-5.13, 0.21, -1.21], [-1.57, -2.22, -1.67], [-3.30, -3.37, 1.79], [-0.77, -4.15, -2.15], [-1.92, 2.07, -1.28], [-5.81, -3.32, -0.99], [5.01, 2.51, -1.33], [4.64, 3.09, 1.06], [-2.43, -4.25, -1.59], [1.90, 4.37, -0.05], [1.60, 4.26, 0.98], [4.12, 2.70, 1.93], [6.07, -0.70, -1.59], [-1.49, -3.74, -1.43], [-3.30, 2.17, 0.37], [0.66, -0.11, 4.12], [-1.63, -1.42, 0.97], [-2.08, -1.97, -3.09], [-1.13, -3.98, -0.43], [2.01, 6.73, -2.50], [-4.86, -2.87, -1.28], [6.92, 1.20, -2.15], [4.98, -1.34, -1.01], [2.64, 4.69, -2.71], [0.59, -4.43, 1.51], [1.34, 6.44, -0.12], [-2.76, -1.15, 4.09], [-2.51, 0.95, 1.39], [-2.56, -1.45, -0.26], [2.39, 1.60, -0.01], [-4.31, -3.62, -1.84], [-4.75, -4.13, 1.14], [-1.42, -2.49, -3.80], [-5.08, -2.04, -1.96], [-1.74, 0.99, -1.27], [2.34, 1.45, 2.85], [-3.28, 1.11, 0.63], [-4.24, 0.86, 1.08], [3.89, 0.79, -0.67], [3.94, 2.48, 4.31], [1.27, -0.71, 1.82], [-5.96, -2.28, 1.11], [5.51, 3.58, 3.31], [3.89, -0.60, -0.57], [-4.05, 0.03, -2.58], [1.21, -3.56, 4.63], [2.43, 3.28, -0.75], [-5.13, -1.61, 0.86], [2.13, 5.77, -2.01], [0.04, -0.75, -2.07], [0.24, -1.63, -0.55], [2.81, 1.71, 4.13], [6.07, 0.69, -1.70], [3.17, 2.61, -2.65], [-0.31, -3.45, 3.17], [-0.20, 1.21, 2.26], [-0.11, -1.71, -1.58], [-4.14, -2.42, 0.00], [-1.71, -4.87, 3.82], [-0.89, -1.18, 2.68], [2.27, 1.28, 4.98], [4.99, 1.43, -1.24], [-4.18, 0.53, -1.63], [-2.07, -0.92, -3.37], [4.96, -2.41, -0.92], [4.31, 2.69, 5.31], [2.92, 4.80, -3.75], [-0.85, 0.81, -0.66], [-3.19, -4.39, 0.36], [-4.68, -1.28, 1.80], [2.98, 1.94, 1.73], [4.61, 2.98, 3.20], [3.03, -1.10, -0.12], [2.78, 3.45, -2.08], [-3.80, -3.65, 0.87], [-5.55, -0.75, 0.35], [0.93, 0.41, 2.75], [-4.27, 1.60, -1.84], [-1.54, 0.68, -2.29], [-2.99, 0.33, -0.67], [-3.09, -2.36, -3.26], [1.75, 5.60, -0.68]]
}


Record 4
{
  "formula": "C6H12N3",
  "method": "wB97M-V/def2-TZVPD",
  "lumo_energy_ev": -3.7,
  "de_lowest_kj_mol": 546.4,
  "orbital_gap_ha": 0.345,
  "homo_energy_ev": -13.10,
  "smiles": "C[N@H+]1C[C@]23C[C@]12CN3N",
  "energy_ev": -10875.6545,
  "charge": 1,
  "max_force_ev_per_a": 1.82,
  "symbols": ["H", "H", "H", "C", "N", "H", "H", "C", "N", "H", "N", "C", "C", "H", "C", "H", "H", "H", "H", "C", "H"],
  "xyz": [[-2.00, 0.39, 1.85], [2.35, -0.01, 0.06], [0.66, -0.82, 1.56], [-1.05, 0.04, 2.25], [1.20, -0.38, -2.88], [1.25, 0.57, -3.23], [-1.23, -0.78, 2.94], [-0.37, -0.33, -1.06], [-0.17, -0.39, 1.15], [1.98, 1.39, -0.98], [1.01, -0.48, -1.51], [1.58, 0.47, -0.54], [0.26, 0.72, 0.22], [-0.59, 1.81, -1.47], [-0.75, -1.27, 0.10], [2.03, -0.90, -3.16], [-1.83, -1.41, 0.21], [-0.25, -2.23, 0.03], [-0.58, 0.87, 2.78], [-0.84, 1.04, -0.76], [-1.84, 1.14, -0.37]]
}


Record 5
{
  "formula": "C6H6O3",
  "method": "wB97M-V/def2-TZVPD",
  "lumo_energy_ev": 0.6,
  "de_lowest_kj_mol": 0.0,
  "orbital_gap_ha": 0.329,
  "homo_energy_ev": -8.35,
  "smiles": "Oc1cc(O)cc(O)c1",
  "energy_ev": -12461.1037,
  "max_force_ev_per_a": 3.56,
  "symbols": ["H", "H", "C", "O", "C", "C", "O", "H", "C", "C", "H", "O", "H", "H", "C"],
  "xyz": [[-0.08, 0.75, 2.47], [1.85, 0.98, -1.45], [0.87, 0.87, 0.50], [0.28, -0.79, -2.58], [-0.09, 0.40, 1.40], [0.10, -0.31, -1.37], [-1.95, -1.05, 1.62], [-0.48, -1.40, -2.88], [-0.92, -0.79, -0.53], [0.96, 0.65, -0.87], [-2.32, -1.76, 1.04], [1.84, 1.76, 0.92], [-1.61, -1.52, -0.94], [1.83, 1.76, 1.90], [-1.01, -0.51, 0.88]]
}


Record 6
{
  "formula": "C6H6Cl5INPtSi",
  "method": "wB97M-V/def2-TZVPD",
  "lumo_energy_ev": [-3.6, -5.5],
  "de_lowest_kj_mol": 0.0,
  "orbital_gap_ha": [0.296, 0.289],
  "homo_energy_ev": [-11.65, -13.34],
  "multiplicity": 3,
  "energy_ev": -89643.2485,
  "s_squared": 2.006,
  "charge": 1,
  "max_force_ev_per_a": 0.50,
  "symbols": ["H", "H", "Cl", "I", "C", "Cl", "H", "C", "H", "H", "C", "H", "Cl", "C", "Cl", "Si", "N", "C", "Cl", "Pt", "C"],
  "xyz": [[-4.39, -1.73, -0.91], [-0.12, -1.76, -1.31], [2.53, -1.17, 0.25], [-1.61, 1.96, 1.57], [-1.04, -1.35, -0.93], [3.05, 1.54, -2.39], [4.17, -0.18, 1.62], [-2.03, 0.26, 0.38], [3.46, -1.65, 2.37], [-4.16, 0.25, 0.59], [-2.27, -1.90, -1.23], [-2.33, -2.76, -1.88], [2.15, 0.29, 2.74], [-3.41, -1.32, -0.69], [3.32, 3.39, 0.36], [1.99, 2.51, -0.93], [-0.93, -0.29, -0.13], [-3.30, -0.22, 0.15], [0.83, 3.91, -1.83], [0.82, 0.95, 0.37], [3.27, -0.74, 1.81]]
}


Record 7
{
  "formula": "C9H10CoF6N7O5S2",
  "method": "wB97M-V/def2-TZVPD",
  "lumo_energy_ev": -9.2,
  "de_lowest_kj_mol": 17.8,
  "orbital_gap_ha": 0.281,
  "homo_energy_ev": -16.89,
  "energy_ev": -105746.1808,
  "charge": 2,
  "max_force_ev_per_a": 0.62,
  "symbols": ["H", "F", "C", "S", "Co", "N", "H", "F", "H", "H", "O", "H", "O", "O", "N", "H", "N", "H", "H", "C", "N", "F", "S", "C", "C", "H", "O", "C", "C", "F", "C", "O", "C", "F", "H", "N", "F", "C", "N", "N"],
  "xyz": [[2.25, 3.76, -3.69], [3.66, 0.77, -0.68], [0.76, 0.47, -3.04], [1.22, -2.52, 1.69], [0.10, -0.44, -0.32], [1.32, 1.52, -3.61], [2.10, 4.09, -1.99], [1.04, -3.50, 4.09], [0.56, -0.45, -3.55], [-3.18, -1.86, -1.32], [1.18, 0.52, 0.85], [-0.47, 2.14, 0.89], [3.09, 0.92, 2.31], [-1.14, -1.44, -1.42], [1.30, 2.40, -2.63], [-0.85, -2.30, -1.75], [1.72, 3.68, -2.83], [-4.76, 2.05, 1.12], [-4.70, -0.23, 0.11], [-1.44, 1.68, 0.74], [0.44, 0.75, -1.77], [2.62, -1.14, -0.81], [2.44, -0.01, 1.49], [3.43, -0.35, -0.03], [0.26, -2.86, 3.25], [-2.23, -2.35, 0.11], [0.14, -1.97, 0.79], [-2.63, 2.28, 1.08], [-2.57, -0.24, -0.02], [-0.14, -1.71, 3.75], [-2.38, -1.58, -0.65], [1.79, -3.71, 1.20], [-3.79, 0.32, 0.30], [4.53, -0.99, 0.24], [-2.62, 3.27, 1.50], [0.80, 2.01, -1.52], [-0.78, -3.60, 2.91], [-3.82, 1.59, 0.86], [2.22, -1.40, 2.13], [-1.43, 0.44, 0.22]]
}


Record 8
{
  "formula": "C21H30Cl16F2NO4S2",
  "method": "wB97M-V/def2-TZVPD",
  "lumo_energy_ev": -5.0,
  "orbital_gap_ha": 0.259,
  "homo_energy_ev": -12.10,
  "energy_ev": -259399.0318,
  "charge": 1,
  "max_force_ev_per_a": 2.22,
  "symbols": ["C", "Cl", "C", "O", "C", "N", "Cl", "C", "H", "C", "H", "C", "H", "H", "Cl", "F", "H", "Cl", "Cl", "H", "H", "H", "H", "H", "H", "Cl", "Cl", "H", "Cl", "Cl", "C", "Cl", "H", "C", "Cl", "C", "C", "H", "H", "C", "H", "O", "H", "C", "C", "H", "H", "C", "H", "C", "Cl", "F", "Cl", "Cl", "S", "C", "H", "H", "H", "Cl", "O", "S", "O", "H", "C", "H", "H", "H", "H", "H", "C", "H", "Cl", "C", "C", "C"],
  "xyz": [[-2.53, 0.41, 0.69], [1.31, -8.35, -9.53], [-3.62, -1.33, -1.20], [-0.14, 1.46, -3.22], [-2.45, -0.70, -1.49], [-0.11, 1.68, 0.12], [-3.88, -5.39, -4.58], [1.15, 2.45, -0.10], [2.90, -0.88, -4.89], [-1.84, 0.17, -0.55], [-0.82, -1.09, 5.38], [1.06, 3.90, 0.39], [1.32, -1.67, -4.74], [-4.48, -0.86, 2.91], [-0.76, -10.37, -10.00], [1.69, 4.66, -0.59], [3.00, 7.86, 4.75], [1.61, -0.66, -6.84], [6.25, 3.26, 8.31], [1.52, 8.03, 5.72], [-4.77, -3.31, -5.21], [1.20, -6.64, -7.80], [0.28, -9.78, -7.97], [-0.32, 2.58, 2.01], [0.02, 4.25, 0.43], [-0.86, -0.77, 3.03], [6.26, 5.23, 6.14], [-6.60, -0.04, 0.79], [1.29, -0.19, 4.90], [-0.53, -6.69, -6.20], [0.65, -5.88, -7.25], [-0.15, -4.82, -8.42], [-2.01, -0.88, -2.45], [2.01, 7.47, 4.94], [2.88, 2.24, 6.18], [3.85, 1.27, 7.30], [-4.52, 0.00, 2.25], [0.22, -2.26, 4.52], [1.07, 4.29, 2.52], [-0.75, 1.91, 1.29], [1.94, 1.92, 0.42], [-7.00, -0.04, 3.07], [1.31, -5.28, -6.64], [-3.77, -3.69, -5.04], [-0.61, 0.82, -0.77], [7.93, 3.68, 6.71], [-3.17, -3.61, -5.93], [1.79, 4.16, 1.71], [-0.83, -8.51, -8.56], [7.24, 4.31, 7.28], [2.84, 0.25, 8.34], [1.78, 0.57, -1.98], [2.17, 5.79, 5.48], [1.06, 7.61, 3.45], [0.27, 0.47, -2.30], [-0.10, -1.23, 4.58], [-4.15, 0.86, 2.80], [7.79, 5.00, 7.91], [-5.20, -1.64, 0.22], [-3.02, -2.71, -3.75], [0.07, -0.89, -2.65], [-6.23, 0.49, 1.98], [-6.23, 1.92, 1.81], [4.51, 0.64, 6.73], [-0.07, -9.23, -8.84], [-2.37, 1.49, 2.56], [-4.08, -2.01, -1.91], [2.40, 5.05, 1.61], [2.44, 3.33, 1.97], [4.42, 1.96, 7.92], [-3.76, -0.23, 0.97], [1.35, 2.54, -1.16], [2.90, -3.06, -5.77], [-4.28, -1.10, 0.04], [2.17, -1.50, -5.39], [-1.92, 1.28, 1.61]]
}